# 1
This record from the OMol25 dataset describes a cluster of 3 separate species, C26H53N2O6S in total. The level of theory is wB97M-V/def2-TZVPD.

```
88
Properties=species:S:1:pos:R:3:mulliken_charge:R:1
H 5.99392 4.12055 -4.01308 0.4399
C -1.04545 -4.06003 2.97654 -1.3966
C -5.09189 -4.80446 0.79757 -0.1980
C 2.23340 1.61050 1.82854 -1.0432
C 3.47334 -0.58920 2.14903 -1.6035
H -4.85436 -2.82143 1.53873 0.4908
C -4.40465 -6.13257 0.78649 -0.7289
C 2.01232 5.17539 -1.75373 1.9554
H -1.82483 -2.58022 1.66773 0.3745
H 1.74033 -0.85811 4.16229 0.4132
H -1.22515 -5.10761 3.25064 0.3596
H 6.01794 5.79379 -2.25859 0.4471
H 0.25851 4.94687 -0.54768 0.4758
H 4.24867 0.03505 2.60854 0.3965
H 4.07530 -0.04500 0.13665 0.1238
H 4.11719 5.58011 -5.07887 0.4229
S -3.65040 -6.46066 -0.80560 0.9073
H 3.27483 1.94823 1.81754 0.2388
H -1.23583 -3.42751 3.84297 0.2829
H 2.45836 7.00052 -3.91100 0.2699
H 1.80977 1.79775 0.84895 -0.1599
H 4.56995 6.63633 -1.79380 0.3364
C -6.47304 -4.86542 1.36098 -0.5190
H 2.71827 7.26904 -1.76763 0.4462
O -7.10199 -3.60461 1.31055 -0.3278
H -3.72354 -3.24196 0.24969 0.2830
H 4.76879 2.86290 -3.76138 0.3755
H -7.07031 -5.60685 0.80519 0.4465
H 0.52527 0.78801 -0.74908 0.3134
H 0.40743 5.98074 -2.92285 0.4228
H 2.60915 -2.69056 0.61485 0.3317
H 0.72990 0.55696 3.86855 0.5000
H 0.93761 4.38436 -3.43602 0.3327
C 2.18931 5.97063 -4.16503 -0.4745
H 0.84265 3.41592 -1.21744 0.3138
H 5.72644 3.43859 -2.39810 0.4907
H 0.26373 -2.81197 0.30587 0.2955
C 1.38188 -0.99409 0.13878 2.5943
C 3.44067 5.11926 -4.35441 -1.3734
C 3.85402 -0.94852 0.71680 -0.3104
O -4.48271 -7.39857 -1.51830 -0.6505
C 5.23599 3.74042 -3.32341 -2.0484
H 1.64358 6.02050 -5.10977 0.3908
H -8.90225 -4.31611 0.61050 0.3364
C 1.29174 5.36059 -3.09177 -1.2665
H -0.00360 -3.91173 2.69142 0.3234
H -2.52498 -7.13013 -0.44931 0.1249
H -0.70169 -1.43043 -0.21566 0.4359
H 4.77269 -1.54515 0.71912 0.4078
H -3.63747 -6.19106 1.56597 0.4515
O -3.23618 -5.23605 -1.42704 -0.5449
H 2.95495 -1.98753 -0.96687 0.3943
H 2.29437 0.81631 -0.74577 0.4343
C 5.03155 6.09709 -2.61076 -1.5520
H 1.45270 -0.21314 -1.87958 0.4579
C -4.22590 -3.62491 1.14507 -0.4846
N 3.27987 4.39744 -1.99791 0.3935
O -3.28292 -4.02233 2.12119 -0.4356
H 0.39537 -2.22220 -1.37014 0.3857
H -8.87266 -2.66350 1.23416 0.3407
H 5.17231 6.79494 -3.43798 0.2788
C 4.23109 4.85790 -3.06260 1.7692
H 1.30715 6.94908 -0.78231 0.4666
H 2.89704 6.43163 -0.21722 0.3945
C 1.42316 0.17401 -0.85637 -2.2473
H -8.27595 -3.88899 3.54249 0.3029
H 3.41954 -1.51275 2.73273 0.3869
C 1.15062 4.36565 -0.78955 -1.9075
H 3.14071 4.15315 -4.77142 0.3810
H 1.68542 2.24839 2.52701 0.4514
O 0.68443 -1.71829 2.25655 -0.6116
C 1.73332 0.14438 3.74569 -2.2387
H 2.44733 0.77819 4.28938 0.4022
H -5.11077 -6.95628 0.90666 0.4325
C 2.72095 -1.74484 0.07661 -1.4837
H 1.69016 4.15527 0.13432 0.4910
H -9.95901 -3.72247 3.02261 0.3741
C -8.99753 -4.17456 2.77427 -1.0967
C 0.26540 -1.92815 -0.32126 -2.2165
H -1.59879 -4.15519 0.89779 0.2415
H -6.41631 -5.22495 2.40679 0.2611
C -1.92673 -3.65767 1.82085 0.0824
C 2.26622 6.53869 -1.10084 -2.1644
H -9.11507 -5.25933 2.79706 0.2782
N 1.02565 -0.55583 1.52192 0.0360
C -8.50838 -3.67588 1.41338 -0.3174
C 2.11244 0.12768 2.26465 1.9164
O 3.07567 3.13602 -2.02154 -0.5032
```

Computed properties:
HOMO energy (spin up / spin down) in hartree: -0.0684 / -0.0683
2S+1: 3
Expectation value of S²: 2.01
Electronic energy in eV: -53916.103
Kohn-Sham gap (spin up / spin down) in eV: 4.12 / 3.76
Total charge: -1

---

# 2
This record from the OMol25 dataset describes a structure of composition C26H53N4PRhSSi2. The level of theory is wB97M-V/def2-TZVPD.

```
88
Properties=species:S:1:pos:R:3:mulliken_charge:R:1
H -1.76220 4.61893 2.83749 0.3796
N -0.15670 0.26748 -1.90799 1.9635
N -1.00423 -2.17979 3.38760 -0.1449
H 2.02573 -1.91557 2.77446 -0.1526
H 3.05434 -3.21426 -2.16839 0.5235
C -0.84078 -1.88367 -1.13936 0.1483
H 1.21090 -2.36956 4.99403 0.1506
C -0.51613 -0.98882 -2.24267 0.5023
H 3.60333 0.23276 -2.94932 0.3599
H 0.34401 -2.14287 6.51796 0.3794
H 2.68108 0.53171 2.99470 0.1502
C -4.62758 2.07816 0.10078 -1.2530
C 2.58947 -2.11888 1.86659 -1.3309
H -2.22446 -3.17618 -2.10990 0.4688
C 3.59204 -0.00048 2.72074 -1.5236
H -3.22065 3.85935 -2.12412 0.3770
H 3.36093 3.22792 -1.68673 0.6373
H -0.42212 5.51000 0.01707 0.4486
H 4.40452 0.71307 2.64085 0.3822
H -2.12656 2.77240 -2.97010 0.2445
Si -3.16126 1.63047 -0.98306 0.1699
N -0.93022 -2.11767 1.13973 -1.8923
H 1.88730 2.72082 -0.86233 -0.2412
H 3.06728 -3.20888 -0.41484 0.2999
H -1.81220 -3.63686 -0.44566 0.4208
H -0.59319 4.36461 -1.31080 0.3008
Rh 0.15675 0.38901 0.14465 -1.0728
H -4.55380 -0.08950 -1.99789 0.6087
H 3.57176 2.55544 1.37131 0.3202
C -3.07308 2.82380 -2.43207 -1.0192
C -0.17076 0.88350 -4.20951 -1.1707
H -4.53347 3.06223 0.56137 0.2952
H -2.04426 2.89731 3.12357 0.2793
H 1.61598 -2.71455 -1.28206 0.3406
H 0.77834 3.72634 2.55758 0.5882
H 2.02139 -0.54772 -3.04993 0.5050
C -3.51170 -0.08411 -1.66564 -0.9756
H 1.25498 2.26059 1.72789 -0.1972
C -1.01914 4.67128 -0.35124 -1.2833
H -0.89053 -2.38942 -3.82041 0.6063
H -1.97812 1.04093 1.00073 -0.1336
H -3.86467 2.57937 -3.14592 0.4443
C -1.42123 -3.23516 -1.37428 -2.0697
H 3.83067 -0.66962 3.55020 0.4819
P 2.60198 -0.06724 -0.02450 1.3345
H 5.08170 1.67833 1.08135 0.4268
H -1.80539 -1.87188 5.27355 0.4050
Si -0.98991 3.28818 0.91539 0.7710
H 0.03072 -3.57065 5.53293 0.3251
H -0.66396 -3.92565 -1.75606 0.3128
H -3.40640 -0.86623 -0.91033 0.2470
H -2.89917 -0.33741 -2.52969 0.2352
H 3.47518 -1.43173 -3.47806 0.5396
H -2.02560 5.04720 -0.54053 0.3347
H -0.05502 1.66506 -4.94672 0.5689
H 4.41702 1.02456 -1.13003 0.6452
S -0.02758 0.09863 2.43043 -0.3992
H 0.20124 2.18612 -2.53537 0.7101
C 0.25043 -2.50275 5.49341 -0.9851
H -0.53971 -0.70530 -5.60954 0.4868
H -5.53885 2.08721 -0.50463 0.3712
C 0.78819 3.23874 1.57962 -0.8330
C -0.02395 1.18142 -2.86740 -1.3761
C 2.70649 -2.67167 -1.28738 -1.7760
C 4.27738 2.23374 0.60519 -1.9062
H 1.45002 3.82030 0.93586 0.4507
H 4.72093 3.13159 0.16990 0.5234
C -0.84754 -1.74237 4.76676 -0.4250
H -4.76525 1.34384 0.89771 0.2957
C 2.76923 2.35735 -1.39684 -1.1741
H 4.37923 -1.16724 1.10803 0.8016
N -0.63156 -1.39038 0.04339 2.4836
H -0.63864 -0.67486 4.75980 0.2552
H 4.30306 -1.25895 -1.14382 0.8446
C 3.06677 -0.69820 -2.78089 -1.8972
H 3.26786 -2.94766 2.07549 0.2939
C -0.63235 -1.36976 -3.57323 -0.8948
C -1.67182 1.69566 0.17346 0.3569
C 3.22764 -1.23501 -1.35643 0.1500
C -0.44722 -0.42557 -4.56883 -1.1656
C 3.61245 1.43280 -0.51252 0.5871
C -0.69818 -1.49521 2.28210 0.5167
H 2.43650 1.86633 -2.30872 0.1766
C -2.09959 3.68785 2.37155 -1.1783
H -3.14441 3.81491 2.09054 0.2815
C 3.39147 -0.85918 1.46689 0.3365
H 1.87115 -2.45487 1.12186 0.3589
H -1.35429 -3.11133 3.21814 0.2677
```

Computed properties:
HOMO energy in hartree: -0.3770
Electronic energy in eV: -72667.174
Kohn-Sham gap in eV: 6.58
Total charge: +1

---

Question: Look up the total charge of the first one.
Answer: -1